Record 1
C31H28Br2IN5O6SiW | ωB97M-V/def2-TZVPD

The value obtained for the total energy is -7725.802464 hartree. As for the gap between HOMO and LUMO (alpha / beta): 0.247 / 0.245 Eh. The energy relative to the best compared isomer or geometry (same formula, charge and spin) comes out at 2.8860 eV. The multiplicity is 3. The calculation puts the LUMO energy (alpha / beta) at -0.82 / -1.32 eV.

Each line ends with the Löwdin charge.
Cartesian coordinates (Å):
N 2.188 -0.752 0.846  -0.18
O 1.329 0.318 -1.267  -0.31
H 5.325 1.527 1.409  0.02
C -1.801 0.806 2.532  -0.17
Si 3.495 -0.116 1.828  0.47
C -2.453 -1.633 -0.008  -0.57
H -1.207 -3.718 -0.474  0.08
C -0.721 4.949 -2.964  -0.07
H -0.779 6.027 -3.027  0.11
C 0.888 -3.513 -0.850  -0.28
H 4.007 -2.475 2.644  0.03
N 1.008 -2.302 -0.258  0.07
H -0.214 -1.011 -4.728  0.14
C -2.713 1.408 3.436  -0.18
N -0.581 2.235 -2.820  0.06
I 0.894 2.372 0.957  0.71
H -0.470 -5.077 -1.341  0.09
H 3.444 0.541 4.238  0.02
C -3.702 2.248 2.891  0.00
C -3.789 2.356 1.529  0.00
C -0.741 -0.315 4.395  -0.58
H 4.855 -1.261 3.584  0.02
C 3.399 -2.658 -0.127  -0.02
H -4.555 2.962 1.076  0.12
O 1.859 0.226 -3.466  0.11
H 2.987 1.908 3.243  0.00
H -2.108 -2.043 -5.670  0.12
Br 0.554 -1.549 4.980  0.84
C 4.550 -1.536 2.579  -0.17
H -0.556 4.887 -0.797  0.08
H 1.848 -5.287 -1.548  0.11
H -1.575 0.010 6.339  0.10
C 2.246 -1.896 0.173  -0.41
C -0.271 -0.525 -2.674  -0.16
C 2.873 0.836 3.365  -0.22
C -1.636 0.253 5.289  -0.16
C -0.755 4.180 -4.122  -0.07
C 1.983 -4.315 -1.101  -0.05
C 3.259 -3.862 -0.761  -0.05
H -0.706 2.147 -4.875  0.11
C -0.477 -3.995 -1.231  0.00
C 1.087 0.060 -2.544  -0.55
C -3.115 1.817 -0.784  -0.03
H 4.363 -2.275 0.151  0.09
O -1.397 -1.494 0.754  -0.17
C -0.807 -1.058 -3.826  0.07
H 5.128 0.504 0.000  0.02
C -2.702 -1.785 -2.541  0.08
C -0.530 2.958 -1.759  -0.20
H -0.840 4.651 -5.089  0.10
H -4.083 1.377 -1.028  0.10
O -2.657 -2.187 -4.888  0.10
C -0.682 2.802 -4.018  -0.11
W 0.205 -0.221 0.318  1.63
H -0.783 -3.563 -2.185  0.08
C -0.602 4.337 -1.724  -0.10
C -2.888 1.689 0.689  -0.28
N -1.867 0.968 1.166  0.04
O -3.538 -2.041 0.345  0.12
C 4.590 1.044 0.774  -0.17
H -3.622 -2.342 -2.458  0.14
H -3.146 2.871 -1.062  0.09
Br -3.765 1.938 6.054  0.78
C -0.755 -0.014 3.034  -0.38
H 4.124 -4.462 -1.004  0.11
C -2.584 1.127 4.811  -0.61
O 0.188 -0.439 2.209  -0.39
C -2.099 -1.270 -1.421  -0.17
H -4.379 2.779 3.539  0.08
H 4.018 1.828 0.284  0.00
H 1.829 0.654 3.585  -0.04
N -0.916 -0.557 -1.454  0.01
H 5.459 -1.709 2.010  0.02
H -2.347 1.320 -1.370  0.04
C -2.067 -1.659 -3.792  -0.26


Record 2
C10H31NNaO10S | ωB97M-V/def2-TZVPD

The value obtained for the total energy is -1767.157108 hartree. As for the gap between HOMO and LUMO (alpha / beta): 0.354 / 0.214 Eh. The multiplicity is 2. The calculation puts the LUMO energy (alpha / beta) at 0.12 / -3.70 eV.

Each line ends with the Löwdin charge.
Cartesian coordinates (Å):
H 0.032 -4.764 0.036  0.09
C 2.402 3.466 -0.968  -0.15
H 2.393 1.402 1.179  0.10
H 1.064 -1.732 2.502  0.08
O -2.321 0.546 -1.626  -0.12
H -3.600 1.699 3.708  0.08
H 1.284 -0.937 -2.583  0.11
H 1.734 -4.668 0.180  0.09
C 2.028 -2.657 -1.488  -0.18
H 3.606 -0.374 0.246  0.11
H -0.506 0.363 -2.725  0.05
C 0.868 -0.828 3.079  -0.06
Na -0.806 0.722 0.350  0.39
N 1.599 -0.243 -0.668  -0.02
H -2.308 -3.206 0.244  0.08
O -2.498 1.332 2.022  -0.14
H 1.415 -0.784 4.021  0.09
C 2.554 -0.522 0.494  -0.15
C 1.981 -1.121 -1.766  -0.19
S -2.308 3.745 -0.370  0.32
H 2.546 -1.565 0.811  0.09
O -1.098 2.931 -0.447  -0.26
H -2.436 -2.090 -1.035  0.08
H 2.443 3.779 0.075  0.08
H -1.631 1.375 -3.423  0.09
H 1.658 0.733 -0.925  0.06
H 2.873 -2.948 -0.864  0.11
H -2.669 1.429 -1.484  0.02
O -2.955 3.615 0.932  -0.28
O -0.997 -1.621 0.510  -0.13
O -2.028 5.177 -0.665  -0.08
H -0.189 -0.724 3.326  0.09
H 2.331 4.285 -1.684  0.09
O -3.279 3.241 -1.316  -0.25
C -1.587 0.461 -2.829  -0.13
C -3.439 0.922 2.961  -0.15
O 0.773 -3.114 -0.922  -0.21
H 0.549 2.863 -1.011  0.03
H -2.890 2.079 1.565  0.01
H -3.013 -1.642 0.545  0.09
H -4.424 0.807 2.509  0.08
H 2.230 -3.122 -2.453  0.12
H 3.079 0.518 2.485  0.13
H 3.364 2.986 -1.146  0.08
H -0.299 -2.028 -0.008  0.03
H 2.962 -0.815 -2.130  0.12
H -3.092 -0.014 3.399  0.08
C 0.926 -4.507 -0.533  -0.07
O 1.414 2.528 -1.257  -0.14
C 2.313 0.455 1.712  -0.19
C -2.196 -2.144 0.027  -0.15
H -1.851 -0.397 -3.447  0.08
H 0.998 -5.216 -1.358  0.09
O 0.999 0.324 2.217  -0.20


| no. | maximum force (eV/A) |
| --- | --- |
| 1 | 3.38 |
| 2 | 3.72 |